Formula: C45H90BrN5O5
Source: the Open Molecules 2025 dataset
Level of theory: ωB97M-V/def2-TZVPD

Geometry (Å):
C 17.435 11.046 14.656
C 16.602 9.924 15.371
C 17.377 9.354 16.572
C 16.415 8.503 17.433
C 15.291 9.357 18.038
C 14.448 10.241 17.096
N 15.298 10.658 15.846
O 14.650 11.481 14.827
C 14.131 11.541 17.817
C 13.195 9.389 16.617
C 16.437 8.701 14.441
H 16.865 11.170 13.736
H 18.430 10.682 14.398
H 17.614 12.038 15.072
H 17.790 10.131 17.215
H 18.232 8.791 16.197
H 16.871 8.120 18.346
H 15.942 7.631 16.980
H 15.650 10.023 18.822
H 14.586 8.698 18.545
H 13.369 11.343 18.570
H 13.635 12.270 17.177
H 14.881 12.116 18.360
H 12.636 9.807 15.780
H 12.560 9.341 17.502
H 13.580 8.395 16.387
H 15.601 8.158 14.882
H 17.291 8.032 14.546
H 16.137 8.873 13.407
C 19.333 18.056 16.383
C 20.158 17.095 15.426
C 20.753 17.830 14.260
C 21.856 18.757 14.563
C 23.006 17.935 15.133
C 22.668 17.114 16.371
N 21.337 16.410 16.149
O 20.933 15.391 17.060
C 22.653 17.925 17.649
C 23.744 15.961 16.537
C 19.254 15.965 14.971
H 19.683 19.084 16.477
H 19.385 17.651 17.393
H 18.273 18.013 16.131
H 19.955 18.439 13.835
H 21.007 17.196 13.411
H 21.581 19.422 15.382
H 22.039 19.419 13.717
H 23.790 18.604 15.488
H 23.514 17.408 14.325
H 23.621 18.404 17.800
H 22.300 17.443 18.561
H 21.995 18.777 17.480
H 23.549 15.310 17.389
H 24.749 16.345 16.713
H 23.707 15.314 15.661
H 18.855 15.280 15.720
H 19.759 15.363 14.215
H 18.340 16.405 14.573
C 16.801 13.721 7.245
C 17.452 14.834 8.065
C 16.412 15.883 8.432
C 15.410 15.485 9.524
C 16.206 15.116 10.830
C 17.142 13.875 10.631
N 18.032 14.216 9.388
O 19.210 13.498 9.330
C 16.367 12.474 10.438
C 17.976 13.906 11.912
C 18.706 15.616 7.413
H 17.581 12.967 7.143
H 16.466 14.087 6.274
H 15.921 13.269 7.703
H 15.986 16.228 7.490
H 16.865 16.804 8.800
H 14.866 14.622 9.139
H 14.690 16.267 9.767
H 15.459 15.036 11.619
H 16.700 15.949 11.329
H 15.915 12.261 11.407
H 17.050 11.678 10.144
H 15.787 12.731 9.551
H 18.608 14.787 12.023
H 18.633 13.046 12.039
H 17.462 13.820 12.870
H 18.376 16.083 6.485
H 19.503 14.937 7.109
H 19.143 16.397 8.035
C 16.179 22.042 13.509
C 16.808 20.729 12.961
C 16.571 19.571 13.927
C 15.219 18.950 13.859
C 14.845 18.511 12.421
C 14.966 19.685 11.394
N 16.244 20.474 11.597
O 16.833 21.278 10.532
C 13.788 20.734 11.651
C 14.986 19.080 9.933
C 18.343 20.915 12.925
H 16.203 22.894 12.829
H 16.869 22.423 14.262
H 15.160 21.984 13.891
H 16.731 19.945 14.938
H 17.300 18.785 13.730
H 14.397 19.536 14.269
H 15.170 18.091 14.528
H 13.967 17.867 12.372
H 15.641 17.861 12.057
H 12.818 20.341 11.346
H 13.866 21.659 11.079
H 13.718 21.120 12.668
H 14.140 18.403 9.814
H 15.897 18.487 9.855
H 14.907 19.865 9.181
H 18.744 20.040 12.414
H 18.806 21.160 13.881
H 18.620 21.852 12.440
C 11.725 11.246 13.210
C 11.549 12.495 12.341
C 10.062 12.707 12.072
C 9.287 13.357 13.278
C 9.930 14.577 13.753
C 11.419 14.545 14.087
N 12.191 13.721 13.037
O 13.614 13.717 13.234
C 11.489 13.873 15.489
C 11.943 16.016 14.093
C 12.275 12.486 10.988
H 11.312 10.406 12.651
H 11.280 11.282 14.204
H 12.771 10.952 13.292
H 9.609 11.787 11.703
H 9.907 13.372 11.222
H 9.218 12.674 14.125
H 8.250 13.564 13.014
H 9.348 14.937 14.602
H 9.782 15.275 12.929
H 12.545 13.838 15.758
H 10.966 12.925 15.617
H 11.065 14.697 16.062
H 12.070 16.360 13.067
H 12.932 16.118 14.540
H 11.191 16.614 14.607
H 11.935 11.729 10.281
H 13.347 12.311 11.078
H 12.176 13.459 10.508
Br 19.287 17.681 10.649

Results
Spin multiplicity: 1
Gap between HOMO and LUMO (eV): 2.54
Maximum force (eV/Å): 9.9
LUMO (eV): -13.04
Energy above the lowest of the compared OMol25 structures with the same formula, charge and spin (eV): 10.271
Charge: +4
Highest occupied orbital energy (eV): -15.58

Here are the Löwdin charges for atoms 1 to 99, given in e: number 1, C, carries -0.019; number 2, C, carries -0.408; number 3, C, carries -0.117; number 4, C, carries -0.140; number 5, C, carries -0.132; number 6, C, carries -0.403; number 7, N, carries 0.209; number 8, O, carries 0.064; number 9, C, carries -0.018; number 10, C, carries 0.049; number 11, C, carries 0.023; number 12, H, carries 0.057; number 13, H, carries 0.109; number 14, H, carries 0.086; number 15, H, carries 0.133; number 16, H, carries 0.136; number 17, H, carries 0.134; number 18, H, carries 0.119; number 19, H, carries 0.125; number 20, H, carries 0.141; number 21, H, carries 0.114; number 22, H, carries 0.062; number 23, H, carries 0.105; number 24, H, carries 0.072; number 25, H, carries 0.112; number 26, H, carries 0.095; number 27, H, carries 0.082; number 28, H, carries 0.119; number 29, H, carries 0.103; number 30, C, carries 0.035; number 31, C, carries -0.413; number 32, C, carries -0.190; number 33, C, carries -0.159; number 34, C, carries -0.117; number 35, C, carries -0.436; number 36, N, carries 0.167; number 37, O, carries 0.141; number 38, C, carries 0.014; number 39, C, carries 0.008; number 40, C, carries -0.036; number 41, H, carries 0.091; number 42, H, carries 0.093; number 43, H, carries 0.080; number 44, H, carries 0.095; number 45, H, carries 0.114; number 46, H, carries 0.108; number 47, H, carries 0.145; number 48, H, carries 0.141; number 49, H, carries 0.140; number 50, H, carries 0.123; number 51, H, carries 0.112; number 52, H, carries 0.084; number 53, H, carries 0.088; number 54, H, carries 0.111; number 55, H, carries 0.094; number 56, H, carries 0.086; number 57, H, carries 0.094; number 58, H, carries 0.085; number 59, C, carries 0.015; number 60, C, carries -0.393; number 61, C, carries -0.161; number 62, C, carries -0.141; number 63, C, carries -0.143; number 64, C, carries -0.374; number 65, N, carries 0.141; number 66, O, carries 0.153; number 67, C, carries 0.041; number 68, C, carries -0.065; number 69, C, carries 0.006; number 70, H, carries 0.105; number 71, H, carries 0.119; number 72, H, carries 0.072; number 73, H, carries 0.142; number 74, H, carries 0.072; number 75, H, carries 0.094; number 76, H, carries 0.087; number 77, H, carries 0.096; number 78, H, carries 0.064; number 79, H, carries 0.077; number 80, H, carries 0.098; number 81, H, carries 0.050; number 82, H, carries 0.051; number 83, H, carries 0.087; number 84, H, carries 0.080; number 85, H, carries 0.100; number 86, H, carries 0.087; number 87, H, carries 0.021; number 88, C, carries 0.016; number 89, C, carries -0.442; number 90, C, carries -0.148; number 91, C, carries -0.176; number 92, C, carries -0.107; number 93, C, carries -0.374; number 94, N, carries 0.153; number 95, O, carries 0.165; number 96, C, carries 0.027; number 97, C, carries 0.007; number 98, C, carries -0.024; number 99, H, carries 0.109